Record 1
DFT (ωB97M-V with the def2-TZVPD basis set) results for a molecular structure, C26H37N9O5PS2Tl.

```
81
Properties=species:S:1:pos:R:3:forces:R:3
Tl -0.164656 -1.419481 -0.748354 -0.2 -0.1 -0.1
C -0.676897 -1.427555 -5.666645 0.0 0.0 0.1
C -0.585717 -1.136508 -4.197596 -0.1 -0.2 -0.2
N -0.754090 -1.997501 -3.270793 0.1 0.2 0.2
N -1.148283 -3.256403 -3.591828 -0.1 -0.2 -0.2
C -1.091835 -4.267079 -2.697502 0.0 0.1 0.1
N -1.638014 -5.418526 -3.081614 0.0 0.0 0.0
S -0.338862 -4.136585 -1.198825 0.1 0.2 0.0
C -0.297769 0.250819 -3.755220 0.0 0.3 0.0
C -0.146512 1.270744 -4.683877 0.0 -0.1 0.0
C 0.085572 2.566673 -4.245620 0.0 0.0 0.0
C 0.168869 2.802247 -2.888749 0.0 0.0 0.0
C 0.014436 1.728025 -2.022389 0.1 0.0 0.0
N -0.222569 0.492004 -2.438749 -0.1 -0.1 0.1
H -0.600028 -2.490355 -5.881573 0.0 0.0 0.0
H -1.608845 -1.047058 -6.089263 0.0 0.0 0.0
H 0.147224 -0.946339 -6.189815 0.0 0.0 0.0
H -1.608479 -3.415972 -4.477404 0.0 0.1 0.0
H -2.108321 -5.540884 -3.964247 0.0 0.0 0.0
H -1.584051 -6.210575 -2.463124 0.0 0.0 0.0
H -0.217075 1.073377 -5.742594 0.0 0.0 0.0
H 0.200385 3.369388 -4.961342 0.0 0.0 0.0
H 0.339636 3.794139 -2.494386 0.0 0.0 0.0
H 0.096875 1.871502 -0.954637 -0.1 0.0 -0.1
O 1.472502 -4.478883 2.633486 0.0 -0.1 0.2
C 0.967304 -3.535944 1.859258 0.1 0.1 -0.3
O 1.557604 -3.037382 0.925047 0.1 0.2 0.1
C -0.429084 -3.165180 2.209346 -0.3 0.1 0.2
C -1.078421 -3.646325 3.330323 0.1 0.0 0.0
C -2.394332 -3.250388 3.548546 -0.1 0.0 0.0
C -3.005681 -2.404488 2.645651 0.1 0.0 0.0
C -2.278910 -1.975707 1.535939 -0.1 0.1 0.0
N -1.029112 -2.343547 1.344277 0.3 -0.1 -0.2
C -2.924289 -1.072190 0.487425 -0.1 -0.4 0.4
O -3.919326 -0.464571 0.825482 -0.1 -0.4 -0.1
O -2.370705 -1.078282 -0.674338 0.5 0.1 -0.3
H 2.365546 -4.713877 2.334366 0.0 0.1 0.0
H -0.570470 -4.319479 4.005265 0.0 0.0 0.0
H -2.936427 -3.609729 4.412872 0.0 0.0 0.0
H -4.024779 -2.063996 2.760378 0.0 0.0 0.0
C -2.806924 3.068803 2.376947 -0.1 0.0 0.0
N -2.135224 2.204896 1.411600 0.2 -0.1 0.1
C -2.900463 1.989045 0.187311 0.0 0.4 -0.2
P -0.601482 1.670759 1.602215 -0.2 0.3 0.4
O -0.338930 0.389181 0.857636 0.3 -0.1 -0.4
N -0.418656 1.520856 3.230407 0.0 0.0 -0.2
C 0.698467 2.030438 4.003544 0.0 0.0 0.0
C -1.318762 0.630037 3.952737 0.1 0.0 0.0
N 0.457890 2.829813 1.063667 0.1 -0.2 0.0
C 1.826042 2.483177 0.723761 0.0 0.1 0.1
C 0.212567 4.252236 1.257081 0.0 0.0 0.0
H -3.730434 2.596295 2.719110 0.0 0.0 0.0
H -3.070078 4.025675 1.917609 0.0 0.0 0.0
H -2.169387 3.259949 3.235831 0.0 0.0 0.0
H -3.899472 1.637918 0.441912 0.1 0.2 -0.1
H -2.437225 1.218630 -0.422500 0.0 0.1 0.0
H -2.983160 2.916540 -0.389879 0.1 0.0 0.0
H 1.324044 2.675626 3.393074 0.0 0.0 0.0
H 1.314072 1.214430 4.394430 0.0 0.0 0.0
H 0.333681 2.612300 4.854115 0.0 0.0 0.0
H -2.118741 0.292108 3.294792 0.0 0.0 0.0
H -1.769655 1.152421 4.800656 0.0 0.0 0.0
H -0.776254 -0.239890 4.336284 0.0 0.0 0.0
H 1.894448 1.409940 0.572495 0.0 0.1 0.0
H 2.539756 2.775228 1.502848 0.0 0.0 0.0
H 2.117079 2.990257 -0.202154 0.0 0.0 0.0
H -0.855187 4.456057 1.243826 0.0 0.0 0.0
H 0.676878 4.805488 0.438455 0.0 0.0 0.0
H 0.630425 4.628943 2.196390 0.0 0.0 0.0
S 2.274118 -1.309474 -1.933306 -0.5 -0.1 0.4
C 3.487679 -0.502881 -1.025829 0.0 -0.1 0.1
N 4.525356 0.004205 -1.737700 0.0 0.0 0.0
C 5.605158 0.611723 -1.193755 0.0 0.0 0.0
C 5.692060 0.761546 0.155632 0.0 0.0 0.1
C 4.643638 0.262170 0.943033 0.0 0.0 0.0
C 3.559587 -0.355803 0.367610 0.1 -0.1 -0.1
H 4.488228 -0.114842 -2.743065 0.0 0.0 0.0
H 6.361757 0.957962 -1.882368 0.0 0.0 0.0
H 6.550546 1.243614 0.597375 0.0 0.0 0.0
H 4.694811 0.358215 2.019943 0.0 0.0 0.0
H 2.759364 -0.761700 0.961081 -0.1 -0.1 0.1
```
Forces are in eV/Å.

Values from the calculation:
E_HOMO, eV: -13.448
Total charge: +2
ΔE to the lowest compared entry with this formula, charge and spin, kcal/mol: 12.7
Kohn-Sham gap, eV: 7.50

Here are the Löwdin charges for atoms 1 to 6, given in e: 0.7798 0.0066 -0.2336 0.0354 0.0125 -0.7760

***

Record 2
DFT (ωB97M-V with the def2-TZVPD basis set) results for a molecular structure, C10H14GaO5 at a distorted geometry.

```
30
Properties=species:S:1:pos:R:3:forces:R:3
Ga -0.095234 0.164651 -1.415650 0.0 -0.7 2.4
O -0.088973 3.440257 -0.789222 0.0 -5.1 -0.5
C -0.088603 2.295438 -0.908157 0.0 5.3 0.8
C -0.163758 -2.088212 -1.117885 0.0 -3.9 0.1
O -0.192040 -3.229597 -1.114015 0.1 4.0 0.1
C 2.070129 0.189191 -1.127618 5.0 0.5 0.9
O 3.202766 0.307742 -0.972067 -4.9 -0.5 -0.7
C -2.246732 0.136388 -1.044752 -5.3 0.1 1.0
O -3.382731 0.154716 -0.859695 5.1 -0.2 -0.9
C -0.114746 0.905050 -3.491675 0.0 -1.5 -1.7
H -1.053182 1.461218 -3.653968 0.2 -0.2 0.4
H 0.816236 1.470383 -3.665133 -0.2 -0.2 0.4
C -0.108780 -0.499743 -3.522554 0.0 1.8 -1.9
H 0.827908 -1.042927 -3.722075 -0.2 0.1 0.5
H -1.042538 -1.046879 -3.725259 0.2 0.1 0.5
C 1.942155 -1.585055 1.783544 -0.3 0.4 0.4
C 0.457650 -1.394474 2.016868 -0.1 -0.6 0.4
O -0.090921 -0.240342 1.332091 -0.1 0.1 -2.0
C -0.252969 0.969217 2.084207 -0.2 0.5 0.5
C -1.718977 1.300208 2.306046 0.4 -0.1 0.5
H 2.180045 -1.836164 0.751168 0.0 -0.2 -0.2
H 2.299641 -2.400653 2.418852 0.0 0.1 -0.1
H 2.480521 -0.677129 2.046673 0.2 0.0 0.1
H -0.105808 -2.253805 1.629419 0.0 0.1 0.3
H 0.224145 -1.286785 3.099133 0.1 -0.1 -0.7
H 0.291877 0.877923 3.040738 -0.2 0.1 -0.5
H 0.211502 1.760099 1.489664 0.3 0.2 0.2
H -2.215677 0.464881 2.797021 -0.1 0.1 0.2
H -1.784910 2.188011 2.952773 -0.1 -0.3 -0.2
H -2.257994 1.496380 1.381530 0.0 0.2 -0.2
```
Forces are in eV/Å.

Values from the calculation:
E_HOMO, eV: -20.586
Total charge: +3
ΔE to the lowest compared entry with this formula, charge and spin, kcal/mol: 0.0
Kohn-Sham gap, eV: 6.52

Here are the Löwdin charges for atoms 1 to 6, given in e: 0.4272 0.3201 0.1080 0.0993 0.3077 0.1277

***

Record 3
DFT (ωB97M-V with the def2-TZVPD basis set) results for a molecular structure, C15H11F6I2MgN3O5S2.

```
45
Properties=species:S:1:pos:R:3:forces:R:3
Mg -0.439352 -0.510363 0.130298 0.9 -0.5 0.0
I 1.199277 -7.898431 0.982359 0.0 -0.1 0.0
C 0.979024 -5.831337 1.053773 0.0 0.2 0.0
C 1.263401 -5.136786 2.220264 0.0 0.0 0.0
C 1.118970 -3.762451 2.243680 0.0 -0.2 0.0
I 1.571717 -2.747417 4.000627 0.0 0.1 0.0
C 0.682161 -3.013005 1.130668 0.0 0.1 -0.2
O 0.593295 -1.717189 1.195078 -0.3 0.1 0.1
C 0.399005 -3.753192 -0.046309 0.0 0.0 -0.1
C -0.166104 -3.177918 -1.336413 0.0 0.0 0.0
N 0.024608 -1.736964 -1.622457 0.0 0.2 0.2
C 1.366872 -1.379321 -2.113753 0.0 -0.1 0.0
C 2.149595 -0.456857 -1.204587 0.0 0.0 0.0
C 3.534800 -0.480350 -1.197469 0.0 0.0 0.0
C 4.216142 0.422309 -0.399107 0.1 0.0 0.0
C 3.497800 1.321696 0.371125 -0.1 0.0 0.0
C 2.117615 1.267330 0.317090 0.0 0.1 0.0
N 1.456403 0.406761 -0.456875 -0.1 -0.2 0.0
C 0.555813 -5.134327 -0.063837 0.1 0.0 0.0
H 1.600161 -5.658300 3.105356 0.0 0.0 0.0
H -1.245361 -3.346470 -1.362356 0.0 0.0 0.1
H 0.259756 -3.755055 -2.164931 -0.1 0.0 0.0
H -0.653412 -1.484085 -2.330649 0.0 0.0 0.0
H 1.258500 -0.871511 -3.075798 0.0 0.0 0.0
H 1.955369 -2.280785 -2.298922 0.0 0.0 0.0
H 4.061947 -1.207634 -1.800379 0.0 0.0 0.0
H 5.297944 0.415008 -0.371367 0.0 0.0 0.0
H 3.987840 2.035494 1.016856 0.0 0.0 0.0
H 1.506908 1.926626 0.922788 0.0 0.0 0.0
H 0.335928 -5.674325 -0.978293 0.0 0.0 0.0
F -4.685072 -2.516016 1.839372 0.0 0.0 0.0
C -4.555102 -1.203869 1.698541 -0.1 -0.1 -0.1
F -3.902923 -0.710891 2.734339 0.1 0.1 0.1
F -5.751603 -0.640691 1.618464 -0.1 0.0 0.0
S -3.635787 -0.897800 0.134056 0.4 0.4 0.1
O -2.281909 -1.409122 0.392635 -0.5 0.1 -0.2
O -4.387995 -1.505187 -0.905500 0.0 0.0 0.0
N -3.628875 0.699849 0.081379 -0.1 -0.2 -0.1
S -2.242331 1.365736 -0.159717 0.1 -0.2 0.1
O -1.299083 1.250380 0.962364 -0.4 0.2 -0.1
O -1.577765 0.935360 -1.381353 -0.2 0.2 0.0
C -2.719894 3.145760 -0.318693 0.0 -0.1 0.0
F -3.180256 3.352288 -1.539391 -0.1 0.0 -0.1
F -3.637695 3.461194 0.572287 0.0 0.0 0.1
F -1.632029 3.873957 -0.122244 0.1 0.1 0.0
```
Forces are in eV/Å.

Values from the calculation:
E_HOMO, eV: -7.473
Total charge: 0
ΔE to the lowest compared entry with this formula, charge and spin, kcal/mol: 22.0
Kohn-Sham gap, eV: 7.55

Here are the Löwdin charges for atoms 1 to 6, given in e: 0.6089 0.8418 -0.7615 -0.2421 -0.6452 0.9013